# 1
{"formula": "C11H15BrSi", "method": "ωB97M-V/def2-TZVPD", "elements": ["C", "C", "C", "C", "C", "C", "C", "C", "C", "C", "C", "Si", "Br", "H", "H", "H", "H", "H", "H", "H", "H", "H", "H", "H", "H", "H", "H", "H"], "positions_angstrom": [[3.935, -0.417, -0.935], [3.121, -1.369, -0.316], [3.639, 0.935, -0.737], [1.972, -1.050, 0.383], [2.453, 1.270, -0.046], [1.756, 0.267, 0.711], [-2.581, -2.187, 1.770], [-2.655, -0.896, 1.532], [-2.542, 1.256, -2.223], [0.814, 0.634, 1.656], [-2.624, 1.355, -0.688], [-1.715, 0.009, 0.210], [-0.725, -1.537, -1.180], [4.845, -0.668, -1.495], [3.281, -2.318, -0.603], [4.414, 1.613, -1.152], [1.509, -1.905, 1.006], [2.043, 2.167, 0.038], [-3.078, -2.529, 2.700], [-2.380, -3.085, 1.203], [-2.832, -0.260, 2.425], [-3.102, 0.287, -2.328], [-2.964, 2.102, -2.623], [-1.604, 1.151, -2.628], [0.359, -0.060, 2.391], [0.583, 1.695, 1.866], [-3.702, 1.288, -0.616], [-2.221, 2.251, -0.320]], "mulliken_charge": [-0.30, -0.67, -0.45, -0.35, -0.68, 1.23, -0.72, -0.19, -1.36, -1.47, -0.49, 0.41, -0.29, 0.35, 0.47, 0.30, 0.25, 0.54, 0.23, 0.29, 0.28, 0.34, 0.40, 0.36, 0.39, 0.33, 0.39, 0.45], "spin_multiplicity": 1, "total_charge": 0, "homo_ev": [-7.078, -6.922], "e_lumo_ha": [-0.017, -0.017]}

# 2
{"formula": "C13H23CsN2O10P2S", "method": "ωB97M-V/def2-TZVPD", "elements": ["Cs", "C", "C", "O", "P", "O", "O", "O", "P", "O", "O", "O", "H", "H", "H", "H", "H", "H", "H", "O", "C", "N", "C", "O", "C", "C", "C", "C", "N", "C", "H", "H", "H", "H", "H", "H", "C", "C", "S", "O", "C", "C", "H", "H", "H", "H", "H", "H", "H", "H", "H", "H"], "positions_angstrom": [[1.844, 1.372, 0.160], [-1.585, -2.483, 2.716], [-0.230, -1.779, 2.642], [0.675, -2.307, 3.616], [-0.415, 0.011, 2.939], [-1.416, 0.436, 1.794], [-1.339, 0.203, 4.233], [0.849, 0.765, 3.028], [0.496, -2.016, 0.951], [2.033, -1.492, 1.150], [0.479, -3.460, 0.638], [-0.113, -0.966, 0.047], [-2.015, -2.365, 3.711], [-1.438, -3.542, 2.497], [-2.281, -2.087, 1.977], [0.667, -3.266, 3.503], [-1.130, -0.051, 0.956], [-0.796, 0.463, 4.988], [2.512, -2.078, 1.749], [5.000, 0.342, 0.408], [5.236, -0.691, 0.026], [-4.219, 1.934, 1.815], [-3.497, 2.172, 0.677], [-3.736, 1.639, -0.386], [-2.411, 3.195, 0.810], [-2.488, 4.291, 1.651], [-1.426, 5.181, 1.684], [-0.320, 4.922, 0.894], [-0.225, 3.862, 0.087], [-1.265, 3.035, 0.040], [-4.835, 1.138, 1.750], [-3.730, 2.022, 2.692], [-3.371, 4.456, 2.256], [-1.450, 6.060, 2.313], [0.534, 5.589, 0.908], [-1.196, 2.179, -0.626], [2.831, -1.167, -5.298], [1.484, -0.673, -4.800], [1.366, -0.480, -3.006], [2.591, 0.283, -2.570], [1.646, -2.185, -2.500], [0.440, -3.073, -2.754], [2.914, -1.001, -6.372], [2.968, -2.232, -5.118], [3.635, -0.621, -4.804], [0.653, -1.322, -5.085], [1.265, 0.324, -5.184], [1.842, -2.093, -1.433], [2.563, -2.534, -2.975], [-0.467, -2.600, -2.377], [0.563, -4.005, -2.205], [0.310, -3.305, -3.812]], "mulliken_charge": [1.29, -1.64, 1.08, -0.66, 0.74, -0.07, -0.57, -0.84, 0.46, -0.42, -0.86, -0.87, 0.39, 0.49, 0.28, 0.44, 0.32, 0.36, 0.27, -0.14, 0.13, -0.45, 0.18, -0.61, 0.43, -0.25, -0.48, -0.44, -0.48, -0.66, 0.27, 0.23, 0.53, 0.40, 0.37, 0.86, -1.09, -0.58, 0.39, -0.72, -0.05, -1.25, 0.38, 0.26, 0.28, 0.37, 0.41, -0.08, 0.56, 0.28, 0.36, 0.41], "spin_multiplicity": 1, "total_charge": 0, "homo_ev": -8.989, "e_lumo_ha": 0.005}

# 3
{"formula": "C3H9N3", "method": "ωB97M-V/def2-TZVPD", "elements": ["H", "N", "C", "N", "N", "C", "C", "H", "H", "H", "H", "H", "H", "H", "H"], "positions_angstrom": [[-1.862, -1.936, -1.387], [-1.737, -1.273, -0.632], [-0.549, -0.836, -0.536], [0.476, -1.025, -1.472], [-0.159, -0.115, 0.583], [0.461, 1.201, 0.344], [1.116, 1.763, 1.589], [1.182, -1.714, -1.246], [0.079, -1.277, -2.368], [-0.956, -0.060, 1.205], [-0.321, 1.914, 0.065], [1.124, 1.136, -0.513], [1.696, 2.652, 1.332], [1.831, 1.108, 2.074], [0.373, 1.975, 2.349]], "mulliken_charge": [0.23, -0.70, 0.38, -0.47, -0.27, -0.41, -1.17, 0.20, 0.25, 0.30, 0.23, 0.45, 0.34, 0.35, 0.30], "spin_multiplicity": 1, "smiles": "[H]/N=C(\\N)NCC", "total_charge": 0, "homo_ev": -9.085, "e_lumo_ha": 0.036}

# 4
{"formula": "C6H12ClN2O2S", "method": "ωB97M-V/def2-TZVPD", "elements": ["C", "C", "C", "C", "C", "C", "N", "N", "O", "O", "S", "Cl", "H", "H", "H", "H", "H", "H", "H", "H", "H", "H", "H", "H"], "positions_angstrom": [[-3.003, -0.624, 0.600], [-1.702, -1.016, 1.432], [-2.728, 0.743, 0.158], [-0.650, -0.202, 0.708], [2.462, 0.983, -0.823], [3.915, 0.560, -0.773], [-1.236, 0.815, 0.078], [0.924, -0.323, 0.946], [-0.695, 1.813, -0.503], [1.214, 2.226, 1.082], [2.042, 1.076, 0.948], [4.057, -1.069, 0.089], [-3.018, -1.512, -0.083], [-3.828, -0.618, 1.226], [-1.876, -0.614, 2.406], [-1.481, -2.048, 1.478], [-3.188, 1.132, -0.802], [-3.129, 1.534, 0.812], [0.292, 2.063, -0.020], [2.380, 1.988, -1.332], [1.870, 0.110, -1.093], [4.339, 1.287, -0.184], [4.429, 0.429, -1.714], [1.205, -1.088, 1.471]], "mulliken_charge": [-0.54, -0.72, -0.59, 0.38, -0.58, -0.61, 0.43, -0.30, -0.55, -0.53, 0.49, -0.18, 0.27, 0.38, 0.28, 0.46, 0.33, 0.33, 0.34, 0.43, 0.38, 0.41, 0.41, 0.27], "spin_multiplicity": 1, "total_charge": 1, "homo_ev": -13.410, "e_lumo_ha": -0.138}

# 5
{"formula": "C15H36BrCaN2O3", "method": "ωB97M-V/def2-TZVPD", "elements": ["Ca", "Br", "C", "C", "O", "H", "H", "H", "H", "H", "H", "C", "C", "C", "C", "C", "C", "N", "O", "C", "C", "C", "H", "H", "H", "H", "H", "H", "H", "H", "H", "H", "H", "H", "H", "H", "H", "H", "H", "H", "H", "C", "C", "C", "O", "C", "N", "H", "H", "H", "H", "H", "H", "H", "H", "H", "H", "H"], "positions_angstrom": [[4.816, 5.269, -1.048], [3.297, 1.806, -0.637], [0.452, -2.174, -4.586], [-0.357, -0.924, -4.337], [0.405, 0.252, -4.171], [1.265, -2.322, -3.874], [0.994, -2.099, -5.528], [-0.233, -3.021, -4.584], [-1.045, -1.003, -3.496], [-1.063, -0.708, -5.139], [1.007, 0.168, -3.428], [-4.634, 1.014, 0.226], [-3.765, 2.316, 0.129], [-4.620, 3.508, 0.643], [-4.647, 3.620, 2.181], [-3.180, 3.760, 2.679], [-2.398, 2.531, 2.354], [-2.460, 2.176, 0.915], [-1.759, 1.093, 0.561], [-0.903, 2.912, 2.600], [-2.798, 1.354, 3.279], [-3.375, 2.575, -1.360], [-5.282, 1.016, 1.102], [-3.899, 0.217, 0.341], [-5.287, 0.862, -0.633], [-4.155, 4.383, 0.190], [-5.629, 3.472, 0.234], [-5.045, 2.672, 2.543], [-5.259, 4.460, 2.510], [-3.235, 3.924, 3.756], [-2.701, 4.691, 2.376], [-0.589, 3.646, 1.857], [-0.829, 3.207, 3.646], [-0.304, 2.020, 2.417], [-2.575, 1.601, 4.317], [-3.842, 1.055, 3.193], [-2.291, 0.432, 2.990], [-2.462, 3.153, -1.502], [-4.176, 3.167, -1.805], [-3.182, 1.671, -1.936], [-1.039, 1.594, 0.171], [5.894, -4.887, -1.595], [4.801, -3.906, -1.131], [4.782, -3.739, 0.465], [4.825, -4.961, 1.123], [4.725, -4.778, 2.547], [5.129, -2.628, -1.745], [5.746, -5.883, -1.177], [6.902, -4.617, -1.283], [5.843, -4.955, -2.682], [3.781, -4.246, -1.309], [3.933, -3.117, 0.747], [5.633, -3.155, 0.816], [4.791, -5.730, 3.074], [3.802, -4.288, 2.858], [5.545, -4.146, 2.887], [4.578, -1.975, -1.205], [6.072, -2.334, -1.535]], "mulliken_charge": [1.47, -0.45, -0.88, -0.18, -0.52, 0.22, 0.25, 0.31, 0.20, 0.31, 0.28, -1.74, 1.50, -1.32, -0.67, -1.23, 1.41, 0.42, -0.47, -2.02, -1.69, -1.86, 0.35, 0.39, 0.46, 0.47, 0.43, 0.27, 0.39, 0.46, 0.38, 0.45, 0.42, 0.45, 0.44, 0.33, 0.37, 0.40, 0.41, 0.39, 0.38, -1.37, 0.42, -0.79, -0.31, -0.76, -0.71, 0.34, 0.32, 0.39, 0.30, 0.40, 0.37, 0.26, 0.30, 0.32, 0.23, 0.28], "spin_multiplicity": 1, "total_charge": 1, "homo_ev": -9.438, "e_lumo_ha": -0.277}

# 6
{"formula": "C31H55As3ClN2O11SSeTi", "method": "ωB97M-V/def2-TZVPD", "elements": ["Ti", "Cl", "C", "C", "C", "C", "O", "C", "C", "O", "C", "H", "H", "H", "H", "C", "As", "C", "C", "C", "C", "C", "As", "C", "C", "C", "As", "C", "C", "H", "H", "H", "H", "H", "H", "H", "H", "H", "H", "H", "H", "H", "H", "H", "H", "H", "H", "H", "H", "H", "H", "H", "H", "H", "H", "H", "O", "Se", "O", "O", "O", "C", "S", "C", "O", "H", "H", "H", "H", "H", "H", "C", "C", "C", "C", "C", "C", "O", "N", "C", "O", "N", "C", "O", "H", "H", "H", "H", "H", "H", "H", "H", "H", "H", "H", "C", "C", "C", "O", "H", "H", "H", "H", "H", "H", "H"], "positions_angstrom": [[-0.714, -1.594, 0.139], [-8.023, -2.204, 2.529], [-6.281, -2.187, 2.384], [-5.526, -3.135, 3.125], [-4.171, -3.160, 3.057], [-3.448, -2.236, 2.220], [-2.191, -2.233, 2.177], [-4.243, -1.303, 1.482], [-3.599, -0.330, 0.702], [-2.378, -0.231, 0.470], [-5.658, -1.288, 1.586], [-6.056, -3.849, 3.742], [-3.592, -3.899, 3.593], [-4.242, 0.454, 0.274], [-6.227, -0.559, 1.021], [-1.186, 0.148, 3.756], [0.174, -0.845, 2.772], [0.240, -2.497, 3.802], [1.861, -0.181, 3.587], [2.373, 1.281, 3.615], [3.259, 1.378, 4.872], [3.232, 1.605, 2.390], [2.539, 1.003, 0.624], [4.194, 1.508, -0.309], [1.545, 2.617, 0.148], [1.214, 2.276, 3.723], [1.651, 4.147, 4.191], [-0.202, 4.612, 4.653], [1.613, 4.984, 2.416], [-0.891, 0.276, 4.798], [-2.102, -0.432, 3.701], [-1.348, 1.120, 3.294], [0.140, -2.261, 4.862], [1.208, -2.967, 3.625], [-0.554, -3.155, 3.472], [2.631, -0.821, 3.147], [1.737, -0.514, 4.622], [3.991, 0.566, 4.874], [2.661, 1.300, 5.785], [3.801, 2.324, 4.902], [4.198, 1.095, 2.492], [3.453, 2.678, 2.361], [4.518, 2.505, -0.005], [3.997, 1.500, -1.381], [4.986, 0.792, -0.084], [2.162, 3.510, 0.279], [0.630, 2.696, 0.735], [1.279, 2.467, -0.898], [0.548, 1.963, 4.530], [0.624, 2.282, 2.800], [-0.472, 4.149, 5.602], [-0.891, 4.270, 3.880], [-0.292, 5.694, 4.758], [2.552, 4.809, 1.892], [1.490, 6.058, 2.554], [0.792, 4.599, 1.811], [-0.195, -3.374, 0.903], [-1.471, -4.295, 0.246], [-0.917, -5.311, -0.857], [-2.061, -2.861, -0.488], [-2.464, -4.936, 1.320], [3.456, -2.114, -1.387], [1.754, -1.986, -1.902], [1.439, -3.751, -2.035], [1.078, -1.683, -0.531], [3.998, -2.650, -2.165], [3.476, -2.665, -0.448], [3.815, -1.095, -1.277], [1.689, -4.278, -1.117], [2.026, -4.116, -2.881], [0.379, -3.877, -2.254], [-4.123, 0.064, -2.554], [-3.564, -0.136, -3.955], [-2.020, -0.214, -4.036], [-1.642, -0.591, -5.475], [-0.144, -0.690, -5.707], [-1.461, 1.171, -3.729], [-1.586, 2.102, -4.494], [-0.824, 1.331, -2.522], [-0.682, 0.332, -1.596], [-0.249, 0.551, -0.456], [-1.045, -0.933, -1.859], [-1.562, -1.320, -3.071], [-1.685, -2.482, -3.389], [-5.209, 0.162, -2.588], [-3.720, 0.965, -2.083], [-3.885, -0.789, -1.918], [-3.876, 0.674, -4.617], [-3.944, -1.073, -4.368], [-2.078, 0.161, -6.135], [-2.118, -1.549, -5.686], [0.347, 0.270, -5.546], [0.072, -1.005, -6.729], [0.306, -1.422, -5.033], [-0.389, 2.220, -2.317], [2.467, 2.135, -3.885], [3.057, 0.877, -3.225], [3.267, -0.192, -4.316], [2.294, 0.465, -2.165], [3.118, 2.544, -4.666], [2.310, 2.907, -3.129], [1.497, 1.898, -4.334], [4.095, 1.161, -2.914], [2.307, -0.547, -4.690], [3.824, -1.051, -3.931], [3.838, 0.213, -5.158]], "mulliken_charge": [-0.06, -0.27, 0.10, -0.69, -1.02, 0.16, 0.67, 1.21, -0.70, -0.23, -1.09, 0.42, 0.42, 0.19, 0.45, -1.49, 1.37, -1.52, -2.18, 3.26, -2.45, -2.29, 1.31, -0.94, -0.47, -0.99, 0.27, -1.21, -1.09, 0.54, 0.41, 0.20, 0.51, 0.35, 0.27, 0.22, 0.67, 0.52, 0.41, 0.56, 0.52, 0.47, 0.54, -0.27, 0.36, 0.72, -0.02, -0.63, 0.69, -0.18, 0.34, 0.30, 0.42, 0.27, 0.50, 0.30, -0.71, 1.30, -0.78, -0.64, -0.69, -1.13, 1.34, -1.51, -0.31, 0.46, 0.47, 0.05, 0.32, 0.60, 0.33, -1.04, -1.71, 3.06, -1.78, -0.93, -0.25, -0.70, 0.83, -0.01, -0.88, 2.02, -1.72, -0.62, 0.58, 0.22, 0.08, 0.50, 0.46, 0.46, 0.52, 0.21, 0.40, 0.12, 0.39, -1.53, 0.30, -1.53, 0.36, 0.42, 0.23, 0.20, 0.25, 0.17, 0.27, 0.45], "spin_multiplicity": 1, "total_charge": -1, "homo_ev": -5.011, "e_lumo_ha": 0.053}

# 7
{"formula": "C2H2Br3F", "method": "ωB97M-V/def2-TZVPD", "elements": ["C", "C", "F", "Br", "H", "H", "Br", "Br"], "positions_angstrom": [[1.836, 0.864, -0.655], [0.854, 0.069, -0.233], [-0.485, 0.368, -0.406], [1.090, -1.555, 0.670], [2.855, 0.789, -0.416], [1.570, 1.640, -1.337], [-4.639, -0.679, 0.447], [-3.082, -1.496, 1.930]], "mulliken_charge": [-0.61, 0.38, -0.21, -0.11, 0.30, 0.24, -0.01, 0.00], "spin_multiplicity": 1, "smiles": "C=C(F)Br.BrBr", "total_charge": 0, "homo_ev": -9.826, "e_lumo_ha": -0.054}

Result set for energy above the lowest of the compared OMol25 structures with the same formula, charge and spin: 42.04, 0.42, 6.50, 0.00, 58.09, 75.22, 17.44 kcal/mol, one per record in the order listed.